ORCA calculation (the ωB97M-V functional and the def2-TZVPD basis) on C36H79NO12S as an isolated structure.

F_max   5.92 eV/A
Calculated total energy   -75500.2487 eV
HOMO-LUMO gap   8.893 eV
Net charge   0
HOMO energy   -8.3 eV
Energy above the lowest of the compared OMol25 structures with the same formula, charge and spin   4.481 eV
LUMO level   0.6 eV
Molecular weight   750.09 g/mol

Element x y z (Å)
C 1.673 -0.916 0.839
O 0.985 -1.607 -0.231
C -0.181 -2.297 0.282
C -1.521 -1.771 -0.468
C -1.836 -0.221 -0.153
C -3.434 -0.029 -0.202
C -3.974 1.088 0.845
C -3.631 0.779 2.419
N -4.489 -0.351 2.903
O -5.459 0.976 0.892
S -6.028 2.517 1.341
O -6.838 2.555 2.601
O -6.918 3.119 0.272
O -4.566 3.405 1.312
C -3.823 2.617 0.342
C -2.445 3.123 -0.261
C -1.280 3.397 0.787
C -1.441 4.026 2.189
C -0.156 4.257 3.050
C 1.276 3.900 2.548
C 1.449 3.245 1.154
C 0.172 3.018 0.313
H 0.967 -0.103 1.238
H 2.013 -1.613 1.683
H 2.585 -0.377 0.395
H -0.107 -3.417 0.004
H -0.312 -2.211 1.422
H -2.379 -2.417 -0.063
H -1.350 -1.891 -1.594
H -1.351 0.383 -1.011
H -1.357 0.148 0.815
H -3.723 0.336 -1.262
H -4.012 -1.010 -0.057
H -3.826 1.693 3.084
H -2.540 0.472 2.544
H -5.385 -0.009 3.269
H -4.604 -1.080 2.191
H -4.541 2.622 -0.572
H -2.109 2.365 -1.052
H -2.649 4.125 -0.811
H -2.464 4.333 2.581
H -0.264 4.738 4.086
H 2.186 4.114 3.198
H 2.449 2.962 0.693
H 0.298 2.539 -0.728
C -3.875 2.206 -5.505
C -4.538 1.074 -4.736
C -6.015 0.962 -5.079
O -4.393 1.304 -3.336
H -4.334 3.168 -5.257
H -2.817 2.282 -5.240
H -3.955 2.050 -6.584
H -4.035 0.130 -4.964
H -6.548 1.881 -4.816
H -6.481 0.152 -4.511
H -6.159 0.768 -6.146
H -4.835 2.137 -3.123
C -0.676 -6.772 2.074
C 0.468 -6.428 1.132
C 1.620 -7.409 1.279
O 0.930 -5.108 1.411
H -0.349 -6.725 3.118
H -1.492 -6.052 1.966
H -1.065 -7.774 1.874
H 0.108 -6.436 0.099
H 2.026 -7.385 2.296
H 2.436 -7.144 0.607
H 1.300 -8.430 1.055
H 1.251 -5.090 2.322
C 4.263 -6.156 -2.434
C 4.266 -7.607 -1.983
C 4.493 -8.550 -3.154
O 3.017 -7.914 -1.363
H 3.458 -5.971 -3.153
H 4.087 -5.490 -1.585
H 5.214 -5.885 -2.899
H 5.047 -7.758 -1.233
H 3.696 -8.449 -3.898
H 4.481 -9.591 -2.817
H 5.452 -8.351 -3.641
H 2.319 -7.784 -2.019
C 0.858 6.143 -2.635
C -0.388 5.414 -3.110
C -1.021 6.115 -4.302
O -1.333 5.347 -2.043
H 0.616 7.162 -2.314
H 1.295 5.635 -1.772
H 1.610 6.197 -3.427
H -0.132 4.386 -3.382
H -1.328 7.133 -4.038
H -1.922 5.586 -4.625
H -0.326 6.167 -5.144
H -1.565 6.252 -1.795
C 5.599 2.881 5.514
C 5.337 3.860 4.381
C 5.929 5.228 4.683
O 3.929 3.986 4.180
H 5.140 3.228 6.445
H 5.159 1.906 5.288
H 6.671 2.749 5.681
H 5.764 3.472 3.452
H 5.481 5.656 5.585
H 5.722 5.924 3.866
H 7.011 5.167 4.826
H 3.541 4.330 4.996
C -3.424 1.656 7.929
C -2.693 2.594 6.981
C -3.643 3.608 6.363
O -2.073 1.834 5.947
H -4.195 1.088 7.399
H -2.732 0.926 8.357
H -3.897 2.209 8.745
H -1.898 3.116 7.521
H -4.422 3.107 5.779
H -3.106 4.267 5.676
H -4.123 4.219 7.132
H -2.768 1.367 5.463
C 6.277 -3.405 -6.913
C 5.624 -4.539 -6.139
C 4.150 -4.671 -6.489
O 5.759 -4.298 -4.740
H 5.806 -2.447 -6.674
H 7.333 -3.315 -6.643
H 6.205 -3.571 -7.991
H 6.139 -5.479 -6.357
H 3.605 -3.756 -6.235
H 3.691 -5.482 -5.917
H 4.014 -4.874 -7.554
H 5.306 -3.468 -4.535